DFT (the ωB97M-V functional and the def2-TZVPD basis) results for a single C26H29N5O2S molecule.

Summary:
HOMO = -7.7965 eV
ΔE to the lowest compared entry with this formula, charge and spin = 1.0 kcal per mole
Orbital gap = 7.841 eV
SMILES = Nc1nc(NC[C@H]2CC[C@H](CNS(=O)(=O)c3cccc4ccccc34)CC2)nc2ccccc12

ORCA input file:
```
! RIJCOSX wB97M-V def2-TZVPD def2/J DEFGRID3
* xyz 0 1
N 6.235 -4.743 -0.360
C 5.253 -4.337 0.485
N 5.100 -3.041 0.627
C 4.093 -2.608 1.420
N 4.029 -1.266 1.566
C 2.924 -0.613 2.216
C 1.690 -0.458 1.314
C 1.990 0.421 0.100
C 0.751 0.588 -0.776
C -0.397 1.200 0.027
C -1.654 1.390 -0.833
N -1.520 2.347 -1.909
S -1.540 3.969 -1.480
O -0.781 4.219 -0.283
O -1.162 4.687 -2.662
C -3.271 4.186 -1.093
C -3.590 4.506 0.196
C -4.933 4.660 0.573
C -5.924 4.483 -0.352
C -5.621 4.152 -1.690
C -6.629 3.966 -2.659
C -6.308 3.649 -3.949
C -4.964 3.507 -4.329
C -3.958 3.677 -3.418
C -4.260 4.000 -2.080
C -0.707 0.307 1.228
C 0.529 0.140 2.107
N 3.232 -3.361 2.070
C 3.373 -4.695 1.946
C 2.480 -5.545 2.629
C 2.598 -6.903 2.519
C 3.603 -7.473 1.728
C 4.486 -6.671 1.050
C 4.392 -5.276 1.144
H 6.568 -5.689 -0.319
H 6.872 -4.031 -0.674
H 4.614 -0.736 0.940
H 3.260 0.368 2.562
H 2.657 -1.229 3.078
H 1.408 -1.458 0.969
H 2.792 -0.025 -0.492
H 2.322 1.405 0.440
H 0.443 -0.387 -1.163
H 0.999 1.228 -1.626
H -0.091 2.188 0.386
H -1.958 0.434 -1.272
H -2.473 1.756 -0.209
H -0.751 2.154 -2.533
H -2.791 4.638 0.908
H -5.172 4.915 1.594
H -6.962 4.595 -0.072
H -7.661 4.082 -2.360
H -7.086 3.510 -4.685
H -4.729 3.264 -5.355
H -2.924 3.586 -3.702
H -1.036 -0.674 0.874
H -1.519 0.743 1.813
H 0.295 -0.505 2.956
H 0.826 1.117 2.497
H 1.712 -5.089 3.233
H 1.912 -7.551 3.046
H 3.680 -8.548 1.653
H 5.253 -7.125 0.438
*
```

=====

DFT (the ωB97M-V functional and the def2-TZVPD basis) results for a molecular structure, C26H29N5O6RuS2Se3Te at a distorted geometry.

Summary:
HOMO (alpha / beta) = -4.3869 / -4.6604 eV
<S²> = 8.78
ΔE to the lowest compared entry with this formula, charge and spin = 13.0 kcal per mole
Orbital gap (alpha / beta) = 6.457 / 4.840 eV

ORCA input file:
```
! RIJCOSX wB97M-V def2-TZVPD def2/J DEFGRID3
* xyz -1 6
Ru -0.130 -0.069 0.399
Se 2.017 -1.531 1.766
Se 3.718 -0.129 2.010
Te 1.875 3.195 2.516
Se -0.041 1.800 1.950
C 2.069 -1.155 6.903
C 0.918 -1.065 5.940
C 0.215 0.122 5.767
C -0.798 0.220 4.825
C -1.116 -0.878 4.049
C -0.442 -2.079 4.222
C 0.565 -2.169 5.162
S -2.353 -0.743 2.768
O -3.325 -1.777 3.008
O -2.819 0.625 2.773
N -1.590 -1.074 1.368
C -1.919 -2.355 0.754
C -0.854 -2.639 -0.289
O -0.383 -3.749 -0.451
O -0.531 -1.552 -0.938
H 2.117 -0.276 7.546
H 3.012 -1.223 6.355
H 1.990 -2.040 7.537
H 0.478 0.990 6.362
H -1.323 1.151 4.665
H -0.691 -2.937 3.606
H 1.108 -3.102 5.278
H -2.885 -2.316 0.240
H -1.963 -3.156 1.488
C -5.287 3.805 -0.595
C -4.635 2.429 -0.614
C -3.410 2.343 0.294
N -2.318 3.230 -0.123
C -1.422 2.892 -1.044
S -1.473 1.444 -1.897
N -0.337 3.732 -1.283
C 0.063 4.949 -0.752
O 1.209 5.310 -0.884
C -0.960 5.823 -0.101
C -2.027 6.297 -0.856
C -2.954 7.153 -0.282
C -2.827 7.520 1.051
C -1.766 7.041 1.805
C -0.822 6.201 1.230
H -6.140 3.851 -1.277
H -4.579 4.579 -0.901
H -5.641 4.061 0.408
H -4.347 2.151 -1.628
H -5.346 1.670 -0.277
H -3.027 1.328 0.347
H -3.670 2.628 1.313
H -2.136 4.035 0.452
H 0.373 3.285 -1.845
H -2.132 5.988 -1.890
H -3.781 7.526 -0.873
H -3.558 8.179 1.502
H -1.668 7.322 2.847
H 0.011 5.821 1.810
N 4.256 3.685 -0.471
C 4.363 2.896 -1.553
O 5.105 3.141 -2.496
C 3.525 1.650 -1.552
C 3.930 0.613 -2.373
C 3.198 -0.556 -2.387
C 2.072 -0.651 -1.596
N 1.656 0.356 -0.813
C 2.378 1.478 -0.784
H 4.736 4.569 -0.498
H 3.672 3.460 0.325
H 4.815 0.751 -2.981
H 3.486 -1.396 -3.005
H 1.456 -1.536 -1.581
H 1.993 2.262 -0.152
*
```

=====

DFT (the ωB97M-V functional and the def2-TZVPD basis) results for a molecular structure, C26H29N5S2SeV at a distorted geometry.

Summary:
HOMO (alpha / beta) = -5.8175 / -7.0673 eV
<S²> = 3.80
ΔE to the lowest compared entry with this formula, charge and spin = 38.0 kcal per mole
Orbital gap (alpha / beta) = 6.071 / 7.190 eV

ORCA input file:
```
! RIJCOSX wB97M-V def2-TZVPD def2/J DEFGRID3
* xyz 0 4
V -0.797 -0.115 1.160
C 1.086 4.901 3.423
N 0.750 4.378 2.123
C 1.416 4.615 0.935
C 0.747 3.983 -0.040
N -0.333 3.322 0.548
C -0.346 3.592 1.901
S -1.487 3.205 3.033
C -1.268 2.558 -0.181
C -1.711 3.105 -1.371
C -2.650 2.440 -2.141
C -3.182 1.258 -1.633
C -2.713 0.759 -0.446
N -1.695 1.330 0.274
H 1.858 5.660 3.316
H 1.436 4.105 4.080
H 0.198 5.339 3.878
H 2.311 5.208 0.880
H 0.961 3.897 -1.088
H -1.348 4.081 -1.665
H -2.999 2.846 -3.079
H -3.974 0.738 -2.154
H -3.140 -0.145 -0.021
C -2.082 -0.406 2.769
H -3.087 -0.116 2.432
H -1.900 0.193 3.666
H -2.119 -1.460 3.068
N 1.014 0.240 3.874
C 1.608 0.560 2.716
N 0.992 0.543 1.561
C 1.854 0.848 0.517
C 1.553 0.792 -0.840
C 2.523 1.151 -1.759
C 3.788 1.563 -1.344
C 4.118 1.574 0.001
C 3.150 1.197 0.915
S 3.289 1.050 2.651
H 0.100 -0.194 3.801
H 1.581 0.051 4.681
H 0.575 0.459 -1.171
H 2.297 1.104 -2.816
H 4.524 1.861 -2.079
H 5.110 1.849 0.336
C -1.338 -5.646 -3.953
C -0.946 -4.769 -2.793
C 0.355 -4.309 -2.644
C 0.743 -3.545 -1.548
C 2.170 -3.087 -1.433
C -0.207 -3.228 -0.566
Se 0.368 -2.292 1.018
C -1.536 -3.650 -0.719
C -2.601 -3.339 0.299
C -1.878 -4.413 -1.830
H -0.539 -5.688 -4.693
H -2.242 -5.273 -4.436
H -1.534 -6.663 -3.609
H 1.095 -4.559 -3.397
H 2.732 -3.325 -2.336
H 2.652 -3.567 -0.579
H 2.214 -2.011 -1.260
H -2.450 -2.359 0.749
H -2.570 -4.071 1.109
H -3.591 -3.376 -0.158
H -2.905 -4.752 -1.932
*
```

=====

DFT (the ωB97M-V functional and the def2-TZVPD basis) results for a single C26H29N7O2 molecule at a distorted geometry.

Summary:
HOMO = -7.3916 eV
ΔE to the lowest compared entry with this formula, charge and spin = 77.9 kcal per mole
Orbital gap = 7.694 eV
SMILES = COc1ccc(N2CCN(c3ccc4nnc(CCC(=O)Nc5ccc(C)cc5)n4n3)CC2)cc1

ORCA input file:
```
! RIJCOSX wB97M-V def2-TZVPD def2/J DEFGRID3
* xyz 0 1
C 2.745 4.182 -1.152
O 3.223 3.479 -0.029
C 3.283 2.119 -0.095
C 3.134 1.359 -1.247
C 3.171 -0.024 -1.189
C 3.328 -0.699 0.020
N 3.288 -2.091 0.145
C 2.478 -2.653 1.211
C 1.073 -3.048 0.683
N 0.852 -2.512 -0.646
C 0.490 -1.199 -0.748
C 0.107 -0.657 -2.023
C -0.239 0.649 -2.132
C -0.219 1.427 -0.958
N -0.496 2.690 -0.705
N -0.379 2.870 0.608
C -0.022 1.740 1.178
C 0.184 1.545 2.638
C -0.295 0.177 3.149
C -1.463 -0.445 2.391
O -1.548 -1.647 2.248
N -2.371 0.453 1.928
C -3.371 0.258 0.964
C -3.781 -1.000 0.540
C -4.754 -1.110 -0.437
C -5.338 0.011 -1.008
C -6.406 -0.111 -2.053
C -4.917 1.265 -0.577
C -3.946 1.392 0.395
N 0.097 0.783 0.225
N 0.454 -0.489 0.354
C 1.792 -3.070 -1.596
C 3.239 -2.930 -1.028
C 3.561 0.080 1.159
C 3.536 1.454 1.105
H 2.707 5.226 -0.848
H 1.739 3.853 -1.430
H 3.420 4.080 -2.010
H 2.968 1.831 -2.204
H 3.038 -0.567 -2.112
H 2.377 -1.921 2.007
H 2.991 -3.535 1.609
H 0.982 -4.134 0.602
H 0.285 -2.674 1.336
H 0.062 -1.309 -2.880
H -0.545 1.102 -3.061
H -0.323 2.368 3.145
H 1.251 1.643 2.854
H 0.514 -0.551 3.084
H -0.580 0.259 4.201
H -2.210 1.427 2.146
H -3.335 -1.881 0.970
H -5.063 -2.094 -0.759
H -6.209 0.564 -2.884
H -7.376 0.156 -1.631
H -6.466 -1.128 -2.431
H -5.352 2.153 -1.011
H -3.617 2.374 0.706
H 1.544 -4.125 -1.748
H 1.706 -2.558 -2.553
H 3.920 -2.538 -1.783
H 3.607 -3.915 -0.724
H 3.768 -0.401 2.103
H 3.709 2.046 1.990
*
```

=====

What is the ΔE to the lowest compared entry with this formula, charge and spin in the fourth record?
77.9 kcal per mole

=====

Repeat the first record exactly.
DFT (the ωB97M-V functional and the def2-TZVPD basis) results for a single C26H29N5O2S molecule.

Summary:
HOMO = -7.7965 eV
ΔE to the lowest compared entry with this formula, charge and spin = 1.0 kcal per mole
Orbital gap = 7.841 eV
SMILES = Nc1nc(NC[C@H]2CC[C@H](CNS(=O)(=O)c3cccc4ccccc34)CC2)nc2ccccc12

ORCA input file:
```
! RIJCOSX wB97M-V def2-TZVPD def2/J DEFGRID3
* xyz 0 1
N 6.235 -4.743 -0.360
C 5.253 -4.337 0.485
N 5.100 -3.041 0.627
C 4.093 -2.608 1.420
N 4.029 -1.266 1.566
C 2.924 -0.613 2.216
C 1.690 -0.458 1.314
C 1.990 0.421 0.100
C 0.751 0.588 -0.776
C -0.397 1.200 0.027
C -1.654 1.390 -0.833
N -1.520 2.347 -1.909
S -1.540 3.969 -1.480
O -0.781 4.219 -0.283
O -1.162 4.687 -2.662
C -3.271 4.186 -1.093
C -3.590 4.506 0.196
C -4.933 4.660 0.573
C -5.924 4.483 -0.352
C -5.621 4.152 -1.690
C -6.629 3.966 -2.659
C -6.308 3.649 -3.949
C -4.964 3.507 -4.329
C -3.958 3.677 -3.418
C -4.260 4.000 -2.080
C -0.707 0.307 1.228
C 0.529 0.140 2.107
N 3.232 -3.361 2.070
C 3.373 -4.695 1.946
C 2.480 -5.545 2.629
C 2.598 -6.903 2.519
C 3.603 -7.473 1.728
C 4.486 -6.671 1.050
C 4.392 -5.276 1.144
H 6.568 -5.689 -0.319
H 6.872 -4.031 -0.674
H 4.614 -0.736 0.940
H 3.260 0.368 2.562
H 2.657 -1.229 3.078
H 1.408 -1.458 0.969
H 2.792 -0.025 -0.492
H 2.322 1.405 0.440
H 0.443 -0.387 -1.163
H 0.999 1.228 -1.626
H -0.091 2.188 0.386
H -1.958 0.434 -1.272
H -2.473 1.756 -0.209
H -0.751 2.154 -2.533
H -2.791 4.638 0.908
H -5.172 4.915 1.594
H -6.962 4.595 -0.072
H -7.661 4.082 -2.360
H -7.086 3.510 -4.685
H -4.729 3.264 -5.355
H -2.924 3.586 -3.702
H -1.036 -0.674 0.874
H -1.519 0.743 1.813
H 0.295 -0.505 2.956
H 0.826 1.117 2.497
H 1.712 -5.089 3.233
H 1.912 -7.551 3.046
H 3.680 -8.548 1.653
H 5.253 -7.125 0.438
*
```